Molecular formula: C4H7NO2
Method: DFT, ωB97M-V/def2-TZVPD

Summary:
**Calculated total energy**: -9842.050 eV
**HOMO level**: -7.7 eV
**Gap between HOMO and LUMO**: 8.03 eV
**Energy relative to the best compared isomer or geometry (same formula, charge and spin)**: 5.230 eV

XYZ file:
```
14
C4H7NO2 ωB97M-V/def2-TZVPD
H -1.764 0.906 0.704
C 0.226 0.435 0.076
O 0.515 -0.880 -1.866
O -0.741 0.040 2.306
C 1.367 1.359 -0.024
H 2.178 0.964 -0.640
C -1.191 -1.154 0.109
H -2.116 -1.304 -0.454
H 1.024 2.308 -0.451
H -0.884 -2.029 0.684
N -0.064 -0.587 -0.648
C -0.977 0.185 1.073
H 1.712 1.563 0.994
H 0.655 -1.839 -1.880
```

The Mulliken scheme yields these atomic charges, measured in e: 0.24 0.28 -0.43 -0.78 -1.15 0.34 -0.63 0.28 0.29 0.31 0.34 0.25 0.31 0.36

---

Molecular formula: C4H7NO2
Method: DFT, ωB97M-V/def2-TZVPD

Summary:
**SMILES**: C[C@H]1CNC(=O)O1
**Calculated total energy**: -9847.169 eV
**HOMO level**: -10.1 eV
**Gap between HOMO and LUMO**: 10.86 eV
**Energy relative to the best compared isomer or geometry (same formula, charge and spin)**: 0.111 eV

XYZ file:
```
14
C4H7NO2 ωB97M-V/def2-TZVPD
H -1.114 -1.035 1.141
H 1.864 1.601 0.779
C -0.040 1.162 -0.093
O 0.858 -0.963 -0.604
H -0.633 -0.145 -1.755
H -0.843 1.473 0.586
N 1.181 0.875 0.628
H 0.092 1.941 -0.855
C 1.688 -0.374 0.302
C -1.428 -0.972 0.093
H -2.387 -0.447 0.044
C -0.367 -0.227 -0.697
H -1.561 -1.991 -0.284
O 2.675 -0.900 0.738
```

The Mulliken scheme yields these atomic charges, measured in e: 0.32 0.27 -0.52 -0.36 0.30 0.25 -0.21 0.29 0.47 -1.33 0.36 0.37 0.36 -0.57

---

Molecular formula: C4H7NO2
Method: DFT, ωB97M-V/def2-TZVPD

Summary:
**Calculated total energy**: -9844.489 eV
**HOMO level**: -8.9 eV
**Gap between HOMO and LUMO**: 9.64 eV
**Energy relative to the best compared isomer or geometry (same formula, charge and spin)**: 2.791 eV

XYZ file:
```
14
C4H7NO2 ωB97M-V/def2-TZVPD
H -1.497 0.844 0.568
H 2.452 -1.695 -0.052
H -1.984 -0.580 -2.125
O -0.909 1.666 -1.249
C 1.838 -1.419 0.814
H -0.469 2.274 -0.641
C -1.486 0.682 -0.510
O 2.225 1.872 1.296
C -2.007 -0.415 -1.053
H -2.477 -1.154 -0.414
H 2.380 -1.170 1.730
C 1.179 2.067 0.906
H 0.183 -1.604 -0.093
N 0.572 -1.367 0.823
```

The Mulliken scheme yields these atomic charges, measured in e: 0.31 0.23 0.28 -0.49 -0.34 0.37 0.20 -0.10 -0.92 0.31 0.31 0.03 0.25 -0.46

---

Molecular formula: C4H7NO2
Method: DFT, ωB97M-V/def2-TZVPD

Summary:
**SMILES**: Cc1on(O)c1C
**Calculated total energy**: -9842.011 eV
**HOMO level**: -8.0 eV
**Gap between HOMO and LUMO**: 8.89 eV
**Energy relative to the best compared isomer or geometry (same formula, charge and spin)**: 5.269 eV

XYZ file:
```
14
C4H7NO2 ωB97M-V/def2-TZVPD
H 0.315 -1.556 -1.509
H -2.802 -0.090 0.848
O 2.140 1.236 0.791
C -2.166 0.031 -0.032
H 2.514 1.527 1.638
C 1.082 -0.957 -1.012
C 0.452 -0.139 0.060
H -2.578 0.831 -0.651
O -0.447 1.189 1.342
N 1.084 0.446 1.162
C -0.770 0.338 0.381
H 1.538 -0.325 -1.781
H -2.207 -0.893 -0.613
H 1.844 -1.638 -0.624
```

The Mulliken scheme yields these atomic charges, measured in e: 0.29 0.33 -0.37 -1.15 0.38 -1.12 -0.01 0.29 -0.39 -0.07 0.96 0.27 0.28 0.32

---

Molecular formula: C4H7NO2
Method: DFT, ωB97M-V/def2-TZVPD

Summary:
**SMILES**: O=C=NCC=O.C
**Calculated total energy**: -9844.510 eV
**HOMO level**: -9.9 eV
**Gap between HOMO and LUMO**: 10.34 eV
**Energy relative to the best compared isomer or geometry (same formula, charge and spin)**: 2.770 eV

XYZ file:
```
14
C4H7NO2 ωB97M-V/def2-TZVPD
C -0.505 0.409 -0.941
H 0.481 0.067 0.822
H -0.400 1.390 -1.402
C 0.601 1.146 1.045
H 1.172 1.768 0.341
H 0.235 -1.235 -1.987
H 1.550 -0.452 -1.076
N 0.167 -1.583 0.070
C -1.037 -1.569 0.435
O -1.985 -1.932 1.018
H 1.193 1.001 1.932
O -1.570 0.112 -0.433
C 0.491 -0.734 -1.046
H -0.341 1.646 1.290
```

The Mulliken scheme yields these atomic charges, measured in e: -0.24 0.42 0.47 -1.35 0.29 0.30 0.32 -0.63 0.83 -0.46 0.41 -0.44 -0.24 0.31

---

Molecular formula: C4H7NO2
Method: DFT, ωB97M-V/def2-TZVPD

Summary:
**SMILES**: [H]/N=C(\C)OCC=O
**Calculated total energy**: -9845.928 eV
**HOMO level**: -9.8 eV
**Gap between HOMO and LUMO**: 10.59 eV
**Energy relative to the best compared isomer or geometry (same formula, charge and spin)**: 1.351 eV

XYZ file:
```
14
C4H7NO2 ωB97M-V/def2-TZVPD
H 1.545 0.560 -1.445
C 2.129 0.327 -0.531
O 0.130 -0.931 0.009
H -2.296 -1.333 -0.210
N -0.341 1.191 0.684
H 1.994 -1.622 0.348
H -1.109 1.855 0.743
C -0.736 0.094 0.185
H -2.155 -0.023 -1.402
C -2.103 -0.263 -0.332
H 1.510 -0.284 1.431
C 1.467 -0.665 0.407
H -2.875 0.310 0.190
O 3.224 0.787 -0.334
```

The Mulliken scheme yields these atomic charges, measured in e: 0.31 0.07 -0.37 0.30 -0.68 0.32 0.22 0.76 0.25 -1.06 0.29 -0.29 0.37 -0.48

---

Molecular formula: C4H7NO2
Method: DFT, ωB97M-V/def2-TZVPD

Summary:
**Calculated total energy**: -9842.478 eV
**HOMO level**: -9.0 eV
**Gap between HOMO and LUMO**: 9.96 eV
**Energy relative to the best compared isomer or geometry (same formula, charge and spin)**: 4.801 eV

XYZ file:
```
14
C4H7NO2 ωB97M-V/def2-TZVPD
H 2.105 0.044 -0.266
H -1.380 -1.408 -1.112
O -0.534 -1.898 -0.991
N 0.235 1.160 -0.246
H 1.120 -0.068 -1.767
H 0.651 -1.775 0.684
H -0.618 1.882 1.604
C 0.182 -1.127 -0.068
H -1.080 1.079 -0.621
C -0.720 0.009 0.492
H 0.867 0.820 1.834
C 1.086 -0.025 -0.675
C -0.013 1.057 1.229
O -1.902 0.249 -0.096
```

The Mulliken scheme yields these atomic charges, measured in e: 0.27 0.39 -0.59 -0.55 0.30 0.33 0.23 -0.02 0.50 0.48 0.23 -0.58 -0.26 -0.72

---

Molecular formula: C4H7NO2
Method: DFT, ωB97M-V/def2-TZVPD

Summary:
**Calculated total energy**: -9842.322 eV
**HOMO level**: -9.2 eV
**Gap between HOMO and LUMO**: 8.96 eV
**Energy relative to the best compared isomer or geometry (same formula, charge and spin)**: 4.958 eV

XYZ file:
```
14
C4H7NO2 ωB97M-V/def2-TZVPD
H 1.234 -0.022 1.301
H -0.058 -1.977 0.456
H 1.234 1.378 -0.708
O -1.727 1.132 1.521
O -0.457 0.276 -1.972
H 0.091 1.802 2.151
C 0.395 -0.500 -1.149
N 0.221 -0.014 1.184
C -0.284 -0.946 0.167
C 1.502 0.315 -0.558
H 0.808 -1.354 -1.707
H -1.368 -0.815 0.104
C -0.527 1.038 1.646
H -1.064 -0.314 -2.436
```

The Mulliken scheme yields these atomic charges, measured in e: 0.43 0.27 0.24 -0.53 -0.51 0.34 0.31 -0.31 -0.45 -0.82 0.36 0.28 0.06 0.32

---

Molecular formula: C4H7NO2
Method: DFT, ωB97M-V/def2-TZVPD

Summary:
**SMILES**: N[C@H](C=O)CC=O
**Calculated total energy**: -9845.529 eV
**HOMO level**: -9.5 eV
**Gap between HOMO and LUMO**: 10.29 eV
**Energy relative to the best compared isomer or geometry (same formula, charge and spin)**: 1.751 eV

XYZ file:
```
14
C4H7NO2 ωB97M-V/def2-TZVPD
C 0.415 -0.664 0.602
H 1.612 -1.645 1.975
O 0.987 -1.135 -1.694
H 2.175 0.060 -0.561
H -0.230 -1.528 0.443
C -0.383 0.642 0.572
C 1.295 -0.619 -0.652
C -1.384 0.810 -0.534
H -1.278 0.103 -1.371
O -2.249 1.640 -0.512
H 1.471 0.072 2.209
H -0.925 0.715 1.508
N 1.083 -0.793 1.869
H 0.354 1.458 0.547
```

The Mulliken scheme yields these atomic charges, measured in e: 0.18 0.23 -0.45 0.32 0.34 -0.70 -0.09 -0.02 0.34 -0.47 0.20 0.35 -0.56 0.34

---

Molecular formula: C4H7NO2
Method: DFT, ωB97M-V/def2-TZVPD

Summary:
**Calculated total energy**: -9843.544 eV
**HOMO level (spin up / spin down)**: -7.9 / -7.9 eV
**Gap between HOMO and LUMO (spin up / spin down)**: 7.93 / 7.93 eV
**Energy relative to the best compared isomer or geometry (same formula, charge and spin)**: 3.735 eV

XYZ file:
```
14
C4H7NO2 ωB97M-V/def2-TZVPD
C -0.482 -0.713 -0.957
H -0.756 3.082 -0.965
O 0.554 -0.016 2.339
H 2.143 1.007 0.018
C 0.535 -0.166 1.120
H -1.092 -0.982 -1.806
C -0.538 -1.078 0.469
C 1.333 0.292 0.042
H 1.045 -0.180 -2.030
H -1.532 -0.822 2.025
H -0.019 -2.072 0.470
N 0.646 -0.072 -1.113
H -0.089 2.843 -0.737
O -1.749 -1.123 1.125
```

The Mulliken scheme yields these atomic charges, measured in e: -0.61 0.17 -0.67 0.39 0.54 0.43 0.44 -0.88 0.25 0.36 0.20 0.09 -0.17 -0.54

---

Molecular formula: C4H7NO2
Method: DFT, ωB97M-V/def2-TZVPD

Summary:
**SMILES**: C=N[C@](C)(O)C=O
**Calculated total energy**: -9843.964 eV
**HOMO level**: -8.8 eV
**Gap between HOMO and LUMO**: 9.60 eV
**Energy relative to the best compared isomer or geometry (same formula, charge and spin)**: 3.316 eV

XYZ file:
```
14
C4H7NO2 ωB97M-V/def2-TZVPD
C 0.032 0.190 0.202
C 1.492 -1.567 -0.232
O 0.026 -0.023 1.543
H 1.634 -2.056 0.821
H 1.869 -2.169 -1.032
H 0.490 2.287 0.601
H -1.604 -0.289 -1.588
N 0.759 -0.609 -0.643
C -1.621 -0.337 -0.417
H -0.863 -0.077 2.023
H 0.912 1.611 -0.969
C 0.148 1.642 -0.188
O -2.480 -0.666 0.313
H -0.793 2.062 -0.434
```

The Mulliken scheme yields these atomic charges, measured in e: 1.08 -0.35 -0.59 0.20 0.29 0.36 0.30 -0.52 -0.03 0.35 0.35 -1.26 -0.43 0.27

---

Molecular formula: C4H7NO2
Method: DFT, ωB97M-V/def2-TZVPD

Summary:
**SMILES**: N/C=C(O)\C=C/O
**Calculated total energy**: -9843.326 eV
**HOMO level (spin up / spin down)**: -6.9 / -6.9 eV
**Gap between HOMO and LUMO (spin up / spin down)**: 7.44 / 7.43 eV
**Energy relative to the best compared isomer or geometry (same formula, charge and spin)**: 3.953 eV

XYZ file:
```
14
C4H7NO2 ωB97M-V/def2-TZVPD
C 0.364 -0.413 -0.950
H 1.968 1.331 -1.646
H 0.445 -0.473 -2.034
H -2.162 -0.519 -0.066
C -0.997 0.315 1.220
N 0.217 -1.669 -0.322
H 0.651 1.644 1.691
H 0.675 -1.745 0.578
O -2.120 0.311 0.435
C 0.710 0.765 -0.306
H -0.115 -2.426 -0.905
H -1.276 0.111 2.254
O 1.504 1.717 -0.895
C 0.136 1.051 0.947
```

The Mulliken scheme yields these atomic charges, measured in e: -0.62 0.30 0.28 0.31 -0.46 -0.41 0.35 0.24 -0.44 0.78 0.18 0.32 -0.52 -0.32

---

Molecular formula: C4H7NO2
Method: DFT, ωB97M-V/def2-TZVPD

Summary:
**SMILES**: O=C[C@]1(CO)CN1
**Calculated total energy**: -9845.095 eV
**HOMO level**: -10.1 eV
**Gap between HOMO and LUMO**: 10.92 eV
**Energy relative to the best compared isomer or geometry (same formula, charge and spin)**: 2.185 eV

XYZ file:
```
14
C4H7NO2 ωB97M-V/def2-TZVPD
H 0.911 -0.514 -2.127
O 1.126 0.401 -1.897
O 1.382 -0.887 1.792
H -0.898 0.846 -1.642
C -1.365 -0.188 0.834
H -1.342 -0.311 1.915
C -0.063 0.055 0.154
H -0.294 -1.901 0.609
H 0.281 1.923 -0.872
N -0.762 -1.220 0.010
H -2.262 0.277 0.429
H 1.829 0.896 0.956
C 0.058 0.875 -1.103
C 1.149 0.028 1.033
```

The Mulliken scheme yields these atomic charges, measured in e: 0.33 -0.50 -0.51 0.38 -0.73 0.28 1.09 0.31 0.33 -0.64 0.27 0.36 -0.86 -0.11

---

Molecular formula: C4H7NO2
Method: DFT, ωB97M-V/def2-TZVPD

Summary:
**SMILES**: C[C@@H](C=O)C(N)=O
**Calculated total energy**: -9844.601 eV
**HOMO level**: -9.6 eV
**Gap between HOMO and LUMO**: 10.03 eV
**Energy relative to the best compared isomer or geometry (same formula, charge and spin)**: 2.679 eV

XYZ file:
```
14
C4H7NO2 ωB97M-V/def2-TZVPD
C 0.942 -0.232 -0.256
O 1.280 -1.136 0.488
H -0.508 -2.271 0.975
C -0.552 0.049 -0.290
O -2.092 1.979 -0.309
H -1.970 -1.241 0.902
H -0.530 -0.827 1.968
C -0.960 1.568 -0.204
N 1.923 0.482 -0.879
H -0.135 2.307 -0.045
H 1.793 0.979 -1.735
C -0.904 -1.211 1.009
H 2.825 0.056 -0.676
H -1.110 -0.348 -1.153
```

The Mulliken scheme yields these atomic charges, measured in e: 0.39 -0.60 0.29 0.05 -0.46 0.40 0.32 -0.06 -0.42 0.35 0.22 -1.03 0.26 0.29

---

Molecular formula: C4H7NO2
Method: DFT, ωB97M-V/def2-TZVPD

Summary:
**Calculated total energy**: -9845.517 eV
**HOMO level**: -9.0 eV
**Gap between HOMO and LUMO**: 9.80 eV
**Energy relative to the best compared isomer or geometry (same formula, charge and spin)**: 1.763 eV

XYZ file:
```
14
C4H7NO2 ωB97M-V/def2-TZVPD
O 2.403 0.198 0.029
H -0.864 0.624 1.881
C -1.892 1.236 -1.343
H -0.382 1.639 0.664
H 2.169 0.648 0.854
O -2.703 0.627 -1.851
H 0.915 0.866 -1.260
H 1.320 -0.861 -1.332
C 1.183 -0.017 -0.650
H -1.313 -1.652 1.193
C 0.071 -0.300 0.330
H -0.227 -2.328 -0.154
C -0.534 -1.481 0.452
N -0.146 0.800 1.188
```

The Mulliken scheme yields these atomic charges, measured in e: -0.51 0.24 0.15 0.28 0.35 -0.17 0.21 0.32 -0.38 0.24 0.59 0.25 -1.04 -0.53

---

Molecular formula: C4H7NO2
Method: DFT, ωB97M-V/def2-TZVPD

Summary:
**SMILES**: C=C1CN1.O=CO
**Calculated total energy**: -9844.556 eV
**HOMO level**: -9.1 eV
**Gap between HOMO and LUMO**: 9.82 eV
**Energy relative to the best compared isomer or geometry (same formula, charge and spin)**: 2.724 eV

XYZ file:
```
14
C4H7NO2 ωB97M-V/def2-TZVPD
H 0.785 2.678 0.397
H -0.812 -2.860 0.608
O 0.515 2.453 -0.509
O -1.184 1.506 0.624
C 0.429 -1.096 0.087
H 2.092 0.028 -0.539
N 0.088 -1.052 1.435
H -0.311 -0.152 1.703
H 1.193 -0.927 -1.858
C 1.280 -0.636 -0.816
H -1.736 -1.320 0.207
C -0.787 -1.781 0.479
C -0.611 1.743 -0.413
H -0.942 1.417 -1.405
```

The Mulliken scheme yields these atomic charges, measured in e: 0.33 0.23 -0.41 -0.57 0.43 0.28 -0.58 0.34 0.26 -0.93 0.21 -0.20 0.20 0.41

---

Molecular formula: C4H7NO2
Method: DFT, ωB97M-V/def2-TZVPD

Summary:
**Calculated total energy**: -9842.987 eV
**HOMO level (spin up / spin down)**: -6.8 / -7.1 eV
**Gap between HOMO and LUMO (spin up / spin down)**: 7.56 / 7.96 eV
**Energy relative to the best compared isomer or geometry (same formula, charge and spin)**: 4.293 eV

XYZ file:
```
14
C4H7NO2 ωB97M-V/def2-TZVPD
C 0.762 -1.372 -0.583
H 1.035 -1.843 0.356
H -0.980 -0.802 1.284
H -3.306 0.047 0.416
N 3.099 0.825 -0.107
C 2.035 1.044 0.446
C -1.234 -0.486 0.275
O 0.998 1.221 0.965
H -2.210 1.433 0.309
H 3.889 1.441 0.013
O -0.398 -0.762 -0.663
H 1.217 -1.596 -1.534
C -2.379 0.405 -0.047
H -2.529 0.445 -1.130
```

The Mulliken scheme yields these atomic charges, measured in e: -0.65 0.34 0.39 0.30 -0.54 0.72 0.02 -0.42 0.22 0.26 -0.28 0.28 -0.95 0.28